Model P:
ORCA calculation (the ωB97M-V functional and the def2-TZVPD basis) on CH4N2O as an isolated structure.

ORCA input file:
```
! RIJCOSX wB97M-V def2-TZVPD def2/J DEFGRID3
* xyz 0 1
C -0.702 0.294 -0.616
H 1.289 0.918 0.155
H 0.763 -1.079 2.552
H -0.443 -1.824 -0.354
H -1.622 -0.077 -1.280
N 1.081 -0.826 0.739
N -0.333 -0.664 0.366
O -0.126 1.341 -0.639
*
```

## Properties
* molar mass: 60.06 g mol⁻¹
* orbital gap: 0.29543 Ha
* highest occupied orbital energy: -8.80 eV



Model Q:
ORCA calculation (the ωB97M-V functional and the def2-TZVPD basis) on one molecule with the formula CH4N2O.

ORCA input file:
```
! RIJCOSX wB97M-V def2-TZVPD def2/J DEFGRID3
* xyz 0 1
H -0.878 -0.967 -1.915
N 0.009 -0.418 -1.430
C -0.230 -0.619 -0.129
N 0.746 0.022 0.727
O 0.467 1.107 1.665
H -1.284 -0.939 0.216
H 1.241 0.348 -0.123
H -0.070 1.465 0.990
*
```

## Properties
* molar mass: 60.06 g mol⁻¹
* orbital gap: 0.38497 Ha
* highest occupied orbital energy: -9.88 eV



Model R:
ORCA calculation (the ωB97M-V functional and the def2-TZVPD basis) on one molecule with the formula CH4N2O.

ORCA input file:
```
! RIJCOSX wB97M-V def2-TZVPD def2/J DEFGRID3
* xyz 0 1
N -0.401 0.881 0.515
C 0.790 0.402 0.471
N 0.524 -0.966 -0.321
O 1.884 0.786 0.763
H -1.171 0.466 -0.054
H -0.431 1.836 0.900
H 0.044 -1.495 0.501
H 1.440 -1.483 -0.421
*
```

## Properties
* molar mass: 60.06 g mol⁻¹
* orbital gap: 0.39007 Ha
* highest occupied orbital energy: -9.83 eV



Which is most stable? The ranking, best first, is model R, model Q, model P.



Model P:
ORCA calculation (the ωB97M-V functional and the def2-TZVPD basis) on a 2-piece molecular cluster, CH4N2O overall.

ORCA input file:
```
! RIJCOSX wB97M-V def2-TZVPD def2/J DEFGRID3
* xyz 0 1
C 0.816 -0.438 -0.490
N -1.699 -0.436 0.838
N -2.120 0.318 1.632
O 2.024 0.090 -0.715
H -0.074 -0.178 -1.043
H 0.880 -1.357 -0.087
H 2.047 0.503 -1.577
H -1.421 0.913 2.334
*
```

## Properties
* molar mass: 60.06 g mol⁻¹
* orbital gap (spin up / spin down): 0.27905 / 0.33797 Ha
* highest occupied orbital energy (spin up / spin down): -7.36 / -8.32 eV



Model Q:
ORCA calculation (the ωB97M-V functional and the def2-TZVPD basis) on one molecule with the formula CH4N2O.

ORCA input file:
```
! RIJCOSX wB97M-V def2-TZVPD def2/J DEFGRID3
* xyz 0 1
H -0.873 -1.431 0.029
N -1.541 -0.693 -0.071
C -0.812 0.384 -0.130
N 0.568 0.493 0.079
O 1.389 -0.614 -0.235
H -1.352 1.386 -0.043
H 0.972 1.299 -0.383
H 1.647 -0.825 0.754
*
```

## Properties
* molar mass: 60.06 g mol⁻¹
* orbital gap: 0.38180 Ha
* highest occupied orbital energy: -9.66 eV



Which is most stable? The ranking, best first, is model Q, model P.



Model P:
ORCA calculation (the ωB97M-V functional and the def2-TZVPD basis) on a 10-piece molecular cluster, H19O10 overall.

ORCA input file:
```
! RIJCOSX wB97M-V def2-TZVPD def2/J DEFGRID3
* xyz -1 1
O -61.988 -13.160 -35.792
H -61.489 -12.537 -35.001
O -58.475 -11.433 -34.257
H -59.068 -10.731 -34.306
H -59.258 -12.057 -34.235
O -64.097 -13.623 -37.041
H -64.596 -14.078 -36.391
H -63.213 -13.522 -36.634
O -63.503 -13.880 -33.652
H -62.925 -13.660 -34.342
H -63.803 -14.847 -33.248
O -65.205 -11.312 -36.284
H -64.484 -10.503 -36.034
H -64.683 -12.113 -36.430
O -61.853 -11.221 -37.516
H -62.051 -11.716 -38.318
H -61.757 -11.918 -36.800
O -60.609 -9.690 -34.510
H -60.540 -8.650 -34.639
H -61.382 -9.855 -34.054
O -59.974 -13.657 -33.719
H -60.531 -13.904 -34.495
H -59.056 -14.031 -33.938
O -60.492 -14.163 -37.966
H -60.681 -15.205 -38.132
H -61.032 -13.722 -37.306
O -61.911 -16.040 -35.450
H -61.248 -16.484 -34.826
H -61.845 -15.120 -35.322
*
```

## Properties
* molar mass: 179.14 g mol⁻¹
* orbital gap: 0.34377 Ha
* highest occupied orbital energy: -6.51 eV



Model Q:
ORCA calculation (the ωB97M-V functional and the def2-TZVPD basis) on a 10-piece molecular cluster, H19O10 overall.

ORCA input file:
```
! RIJCOSX wB97M-V def2-TZVPD def2/J DEFGRID3
* xyz -1 1
O 5.710 7.306 8.019
H 5.065 7.044 7.228
O 3.011 6.852 5.763
H 2.457 6.424 6.228
H 3.296 6.048 5.128
O 4.960 4.762 8.219
H 5.398 5.616 8.149
H 4.679 4.555 9.267
O 8.053 6.102 8.909
H 7.920 5.073 9.020
H 7.130 6.657 8.658
O 2.358 5.720 8.325
H 3.184 5.321 8.093
H 2.576 6.259 8.921
O 6.489 6.728 5.491
H 6.012 6.924 6.438
H 6.355 7.517 4.927
O 4.713 5.192 4.160
H 5.109 5.699 4.962
H 4.975 4.314 4.457
O 6.301 9.792 7.187
H 6.272 8.782 7.546
H 6.386 10.313 8.007
O 6.927 8.708 10.019
H 7.909 8.501 9.744
H 6.505 8.325 9.218
O 3.946 7.583 9.959
H 4.223 6.852 10.450
H 4.658 7.499 9.227
*
```

## Properties
* molar mass: 179.14 g mol⁻¹
* orbital gap: 0.37014 Ha
* highest occupied orbital energy: -7.10 eV



Which is most stable? The ranking, best first, is model P, model Q.



Model P:
ORCA calculation (the ωB97M-V functional and the def2-TZVPD basis) on a 2-piece molecular cluster, C3H10NO overall.

ORCA input file:
```
! RIJCOSX wB97M-V def2-TZVPD def2/J DEFGRID3
* xyz -1 1
C 0.570 -1.727 3.132
O 1.209 -1.464 2.007
H -0.447 -1.266 3.225
H 0.325 -2.804 3.463
H 1.017 -1.438 4.157
C -1.354 0.913 -1.207
N 0.070 0.945 -0.935
C 0.845 1.007 -2.158
H -1.691 1.923 -1.533
H -1.741 0.209 -1.969
H -2.101 0.739 -0.423
H 0.144 0.086 -0.397
H 1.843 0.706 -1.849
H 0.779 1.970 -2.655
H 0.532 0.201 -2.858
*
```

## Properties
* molar mass: 76.12 g mol⁻¹
* orbital gap: 0.20889 Ha
* highest occupied orbital energy: -1.98 eV



Model Q:
ORCA calculation (the ωB97M-V functional and the def2-TZVPD basis) on a 2-piece molecular cluster, C3H10NO overall.

ORCA input file:
```
! RIJCOSX wB97M-V def2-TZVPD def2/J DEFGRID3
* xyz -1 1
C 0.328 -2.409 1.362
O -0.115 -1.151 1.457
H 1.509 -2.565 1.492
H 0.042 -3.196 2.127
H -0.029 -2.939 0.471
C 0.850 1.802 -0.258
N -0.066 0.729 -0.375
C -1.246 0.715 -1.256
H 0.581 2.645 0.477
H 1.899 1.483 -0.268
H 0.835 2.384 -1.290
H 0.017 0.003 0.374
H -2.075 -0.053 -1.052
H -1.015 0.711 -2.341
H -1.514 1.841 -0.920
*
```

## Properties
* molar mass: 76.12 g mol⁻¹
* orbital gap: 0.25240 Ha
* highest occupied orbital energy: -2.62 eV



Model R:
ORCA calculation (the ωB97M-V functional and the def2-TZVPD basis) on a 2-piece molecular cluster, C3H10NO overall.

ORCA input file:
```
! RIJCOSX wB97M-V def2-TZVPD def2/J DEFGRID3
* xyz -1 1
C -0.045 -1.775 -0.042
N -1.070 -0.783 -0.441
C -0.500 0.064 -1.623
O 0.104 -0.694 -2.463
H 0.274 -2.374 -0.973
H -0.496 -2.476 0.655
H 0.807 -1.304 0.346
H -1.785 -1.362 -0.880
H 0.109 0.834 -1.073
H -1.378 0.579 -1.970
C 0.785 1.846 1.702
H 0.671 2.545 2.574
H -0.204 1.561 1.306
H 1.352 0.969 2.010
H 1.376 2.371 0.873
*
```

## Properties
* molar mass: 76.12 g mol⁻¹
* orbital gap: 0.23658 Ha
* highest occupied orbital energy: -2.43 eV



Which is most stable? The ranking, best first, is model R, model P, model Q.



Model P:
ORCA calculation (the ωB97M-V functional and the def2-TZVPD basis) on a 3-piece molecular cluster, C5H15NO2 overall.

ORCA input file:
```
! RIJCOSX wB97M-V def2-TZVPD def2/J DEFGRID3
* xyz 0 1
C 2.068 -1.813 -0.554
C 0.916 -2.305 0.325
C -0.433 -1.684 0.053
C -0.763 -0.395 -0.023
C -1.888 0.132 -0.872
N 0.059 0.607 0.473
H 1.876 -1.830 -1.626
H 2.935 -2.439 -0.323
H 2.394 -0.794 -0.301
H 0.805 -3.318 -0.063
H 1.175 -2.531 1.364
H -1.199 -2.432 -0.132
H -1.467 0.985 -1.412
H -2.896 0.272 -0.484
H -2.108 -0.541 -1.702
H 0.098 1.479 -0.032
H 0.939 0.279 0.841
O -3.430 2.311 -2.835
H -2.621 1.964 -2.436
H -3.940 2.737 -2.142
O 2.167 2.913 4.162
H 2.980 2.562 3.772
H 2.335 3.842 3.946
*
```

## Properties
* molar mass: 121.18 g mol⁻¹
* orbital gap: 0.31234 Ha
* highest occupied orbital energy: -7.87 eV



Model Q:
ORCA calculation (the ωB97M-V functional and the def2-TZVPD basis) on a 3-piece molecular cluster, C5H15NO2 overall.

ORCA input file:
```
! RIJCOSX wB97M-V def2-TZVPD def2/J DEFGRID3
* xyz 0 1
C 0.840 -2.275 0.638
C 0.196 -1.190 -0.233
C -0.580 -0.147 0.548
C -1.750 -0.704 1.300
C -0.177 1.118 0.685
N -0.946 2.121 1.365
H 1.496 -2.914 0.056
H 1.356 -1.904 1.522
H 0.026 -2.914 0.977
H 0.905 -0.757 -0.924
H -0.622 -1.674 -0.792
H -1.379 -1.402 2.081
H -2.416 -1.344 0.711
H -2.282 0.031 1.904
H 0.788 1.399 0.267
H -0.624 3.072 1.257
H -0.840 1.860 2.340
O -0.416 2.014 -2.276
H -1.176 1.948 -1.660
H 0.400 1.650 -1.983
O 2.296 0.820 -2.252
H 2.884 0.095 -2.397
H 2.022 1.097 -3.135
*
```

## Properties
* molar mass: 121.18 g mol⁻¹
* orbital gap: 0.32779 Ha
* highest occupied orbital energy: -8.30 eV



Which is most stable? The ranking, best first, is model Q, model P.



Model P:
ORCA calculation (the ωB97M-V functional and the def2-TZVPD basis) on a 2-piece molecular cluster, C5H15NO2 overall.

ORCA input file:
```
! RIJCOSX wB97M-V def2-TZVPD def2/J DEFGRID3
* xyz 0 1
C 2.299 -0.012 -1.300
C 1.062 0.769 -0.985
C 0.300 1.014 -2.329
C 0.201 0.159 0.190
N 1.039 -0.359 1.249
C -0.648 -0.980 -0.312
O -1.895 -1.079 0.476
H 2.782 -0.281 -0.359
H 2.983 0.451 -2.016
H 2.054 -0.936 -1.834
H 1.364 1.725 -0.509
H -0.669 1.459 -2.098
H 0.259 0.055 -2.869
H 0.948 1.602 -2.966
H -0.388 1.032 0.485
H 1.304 0.314 1.949
H 0.591 -1.126 1.729
H -0.990 -0.971 -1.349
H -0.140 -1.939 -0.190
H -1.976 -1.988 0.773
O -1.988 0.743 2.586
H -2.357 0.315 1.789
H -2.158 0.050 3.249
*
```

## Properties
* molar mass: 121.18 g mol⁻¹
* orbital gap: 0.35921 Ha
* highest occupied orbital energy: -9.18 eV



Model Q:
ORCA calculation (the ωB97M-V functional and the def2-TZVPD basis) on a 2-piece molecular cluster, C5H15NO2 overall.

ORCA input file:
```
! RIJCOSX wB97M-V def2-TZVPD def2/J DEFGRID3
* xyz 0 1
C -0.384 2.209 0.691
C -0.787 2.169 -0.762
C -1.001 0.690 -1.229
C -0.102 -0.312 -0.367
N 1.319 -0.227 -0.865
C -0.539 -1.776 -0.496
O -0.674 -2.238 0.867
H -0.219 3.236 1.114
H 0.645 1.955 0.863
H -1.201 1.757 1.211
H -0.015 2.627 -1.380
H -1.679 2.780 -1.047
H -0.687 0.835 -2.187
H -2.043 0.464 -1.146
H -0.279 -0.190 0.655
H 1.650 0.712 -0.804
H 1.951 -0.824 -0.354
H 0.207 -2.442 -0.898
H -1.559 -1.810 -0.799
H -1.509 -2.014 1.285
O 2.543 -2.292 1.761
H 1.628 -2.260 1.596
H 2.737 -3.049 2.289
*
```

## Properties
* molar mass: 121.18 g mol⁻¹
* orbital gap: 0.37063 Ha
* highest occupied orbital energy: -9.35 eV



Model R:
ORCA calculation (the ωB97M-V functional and the def2-TZVPD basis) on a 4-piece molecular cluster, C5H15NO2 overall.

ORCA input file:
```
! RIJCOSX wB97M-V def2-TZVPD def2/J DEFGRID3
* xyz 0 1
C 0.979 -1.813 1.395
C -0.109 -0.722 1.359
C -0.655 -0.411 -0.041
C -2.049 -0.367 -0.459
C -2.591 -0.402 -1.733
N 0.456 0.361 2.202
H 1.787 -1.271 1.112
H 1.055 -2.066 2.457
H 0.825 -2.672 0.762
H -1.003 -1.137 1.716
H 0.014 -0.572 -0.866
H 2.754 0.172 -0.002
H -2.705 -0.540 0.395
H -3.700 -0.407 -1.832
H -1.857 -0.370 -2.599
H -0.231 1.110 2.247
H 1.206 0.728 1.628
H -0.864 1.595 -0.211
H 0.329 2.248 -1.031
O -0.511 2.515 -0.590
H 2.170 0.801 -1.257
H 2.776 1.782 -2.510
O 1.923 1.439 -2.142
*
```

## Properties
* molar mass: 121.18 g mol⁻¹
* orbital gap: 0.14173 Ha
* highest occupied orbital energy: -7.33 eV



Which is most stable? The ranking, best first, is model P, model Q, model R.



Model P:
ORCA calculation (the ωB97M-V functional and the def2-TZVPD basis) on a 2-piece molecular cluster, C4H10OS2 overall.

ORCA input file:
```
! RIJCOSX wB97M-V def2-TZVPD def2/J DEFGRID3
* xyz 0 1
C -1.146 -0.149 -3.413
C -0.637 -0.654 -2.298
O 0.695 -0.622 -1.998
H -2.205 -0.254 -3.608
H -0.565 0.389 -4.149
H -1.272 -0.988 -1.479
H 0.812 -0.228 -1.106
C -0.716 1.966 0.477
S 0.808 1.014 0.754
S 0.184 -0.317 2.179
C 0.048 -1.899 1.287
H -1.502 1.383 -0.004
H -1.129 2.345 1.410
H -0.494 2.826 -0.157
H 1.018 -2.132 0.856
H -0.212 -2.653 2.027
H -0.736 -1.849 0.539
*
```

## Properties
* molar mass: 138.26 g mol⁻¹
* orbital gap: 0.35341 Ha
* highest occupied orbital energy: -9.00 eV



Model Q:
ORCA calculation (the ωB97M-V functional and the def2-TZVPD basis) on one molecule with the formula C4H10OS2.

ORCA input file:
```
! RIJCOSX wB97M-V def2-TZVPD def2/J DEFGRID3
* xyz 0 1
C 2.238 0.816 1.227
S 1.569 0.650 -0.456
S -0.329 1.391 -0.327
C -1.264 0.164 0.620
C -0.691 -1.232 0.793
C -0.685 -2.059 -0.460
O -2.061 -2.385 -0.747
H 2.790 -0.088 1.452
H 1.376 0.898 1.886
H 2.840 1.718 1.357
H -2.261 0.027 0.181
H -1.513 0.572 1.605
H 0.258 -1.259 1.318
H -1.392 -1.714 1.479
H -0.051 -2.932 -0.323
H -0.353 -1.544 -1.364
H -2.045 -2.626 -1.684
*
```

## Properties
* molar mass: 138.26 g mol⁻¹
* orbital gap: 0.34352 Ha
* highest occupied orbital energy: -8.61 eV



Which is most stable? The ranking, best first, is model Q, model P.



Model P:
ORCA calculation (the ωB97M-V functional and the def2-TZVPD basis) on one molecule with the formula CH2N2OS.

ORCA input file:
```
! RIJCOSX wB97M-V def2-TZVPD def2/J DEFGRID3
* xyz 0 1
C -1.196 0.105 -0.099
N -0.156 -0.532 -0.305
N 0.890 -1.077 0.172
O 1.947 -0.354 0.265
S 1.979 1.218 -0.053
H -1.977 0.281 -0.883
H -1.488 0.358 0.903
*
```

## Properties
* molar mass: 90.11 g mol⁻¹
* orbital gap (spin up / spin down): 0.27151 / 0.28041 Ha
* highest occupied orbital energy (spin up / spin down): -8.19 / -8.29 eV



Model Q:
ORCA calculation (the ωB97M-V functional and the def2-TZVPD basis) on a 2-piece molecular cluster, CH2N2OS overall.

ORCA input file:
```
! RIJCOSX wB97M-V def2-TZVPD def2/J DEFGRID3
* xyz 0 1
C -1.044 -2.835 0.668
N -1.351 -2.980 1.764
N -0.219 -0.211 0.613
O -1.579 -2.217 -1.819
S -0.460 -2.282 -0.872
H 0.368 0.393 0.223
H -1.093 0.159 0.311
*
```

## Properties
* molar mass: 90.11 g mol⁻¹
* orbital gap (spin up / spin down): 0.31662 / 0.33860 Ha
* highest occupied orbital energy (spin up / spin down): -9.92 / -11.19 eV



Which is most stable? The ranking, best first, is model Q, model P.